Entry 1:
# CH2NO3P

A gas-phase ion, CH2NO3P (charge -2) in a non-equilibrium geometry (ωB97M-V/def2-TZVPD, the Open Molecules 2025 dataset).

```
8
Properties=species:S:1:pos:R:3:mulliken_charge:R:1
H -2.4787 -0.8885 -0.2621 0.162
N -1.5457 -0.9869 0.0870 -0.706
C -0.7098 -0.0764 -0.1682 0.015
P 1.1727 0.2009 0.1893 0.798
O 1.7986 -1.1643 0.0665 -0.791
O 1.5570 1.1727 -0.8909 -0.801
O 1.0294 0.8541 1.7027 -0.892
H -0.8235 0.8885 -0.7242 0.215
```

Summary:
E, hartree: -661.13602
Net charge: -2
E_HOMO, eV: 0.944
SMILES string: [H]/N=C/P(=O)([O-])[O-]
Orbital gap, eV: 6.54



Entry 2:
# CH2NO5PS

A molecular structure, CH2NO5PS in a non-equilibrium geometry (ωB97M-V/def2-TZVPD, the Open Molecules 2025 dataset).

```
11
Properties=species:S:1:pos:R:3:mulliken_charge:R:1
C 0.0032 -0.5521 0.1326 -0.391
N -0.5589 -1.2161 -0.7362 -0.409
O -2.4262 1.3767 1.4935 -0.707
O -3.6417 1.3865 -0.7709 -0.723
O -1.1193 1.5942 -0.6601 -0.680
O -3.1217 -1.9175 -0.8328 -0.658
O -2.2637 -1.7042 1.3703 -0.621
P -2.3924 1.1252 -0.0146 0.760
S -2.2669 -1.1262 0.0166 0.778
H 1.1441 -0.5714 0.1414 0.207
H -0.5577 -0.0680 0.9349 0.445
```

Summary:
E, hartree: -1209.84414
Net charge: -2
E_HOMO, eV: -0.371
Orbital gap, eV: 6.80



Entry 3:
# CH2NOS3

A gas-phase ion, CH2NOS3 (charge -1) in a non-equilibrium geometry (ωB97M-V/def2-TZVPD, the Open Molecules 2025 dataset).

```
8
Properties=species:S:1:pos:R:3:mulliken_charge:R:1
C 0.7191 -0.2053 -0.0442 0.491
N -0.0245 -1.0733 0.5162 -0.435
O 0.0136 2.3773 1.4369 -0.607
S -0.1421 -2.6278 -0.0700 -0.184
S 1.7955 -0.3343 -1.3352 -0.590
S 0.9319 1.4714 0.0858 -0.012
H 0.6203 -2.3155 -1.1904 0.076
H -0.0760 3.2435 1.1110 0.260
```

Summary:
E, hartree: -1363.86655
Net charge: -1
E_HOMO, eV: -3.877
Orbital gap, eV: 7.27



Entry 4:
# CH2O2

2 unconnected molecules or ions with the total composition CH2O2 in a non-equilibrium geometry (ωB97M-V/def2-TZVPD, the Open Molecules 2025 dataset).

```
5
Properties=species:S:1:pos:R:3:mulliken_charge:R:1
H -5.5791 -3.2489 -2.2836 0.000
H -5.9686 -3.8368 -2.1241 0.000
O 4.7840 2.0825 2.0845 -0.347
C 3.8771 2.3416 1.4140 0.694
O 2.8866 2.6615 0.9092 -0.346
```

Summary:
E, hartree: -189.78233
Net charge: 0
E_HOMO, eV: -13.047
SMILES string: [H][H].O=C=O
Orbital gap, eV: 13.52



Entry 5:
# CH2O2

2 unconnected molecules or ions with the total composition CH2O2 in a non-equilibrium geometry (ωB97M-V/def2-TZVPD, the Open Molecules 2025 dataset).

```
5
Properties=species:S:1:pos:R:3:mulliken_charge:R:1
H -17.6342 0.4229 0.4824 0.000
H -17.4181 1.1250 0.3242 0.000
O 11.2883 -1.6052 -0.0701 -0.345
C 11.8049 -0.5663 -0.3457 0.702
O 11.9592 0.6235 -0.3909 -0.357
```

Summary:
E, hartree: -189.76709
Net charge: 0
E_HOMO, eV: -12.888
SMILES string: [H][H].O=C=O
Orbital gap, eV: 12.90



Entry 6:
# CH2O2S

A molecular structure, CH2O2S in a non-equilibrium geometry (ωB97M-V/def2-TZVPD, the Open Molecules 2025 dataset).

```
6
Properties=species:S:1:pos:R:3:mulliken_charge:R:1
C 1.1357 0.4593 0.2873 0.097
O 0.9416 1.6016 0.2563 -0.295
O -1.1752 -0.5574 -0.7127 -0.432
S -0.6648 -0.8659 0.8130 -0.082
H 1.8816 -0.2184 -0.0447 0.383
H -2.1189 -0.4193 -0.5992 0.329
```

Summary:
E, hartree: -587.87723
Net charge: 0
E_HOMO, eV: -8.361
Orbital gap, eV: 8.41



Entry 7:
# CH2O3

CH2O3 in the gas phase in a non-equilibrium geometry (ωB97M-V/def2-TZVPD, the Open Molecules 2025 dataset).

```
6
Properties=species:S:1:pos:R:3:mulliken_charge:R:1
O 0.5294 0.8828 0.8671 -0.518
C 0.0183 0.1119 0.0919 0.733
O -0.9769 0.3778 -0.7525 -0.433
O 0.4614 -1.1178 -0.1293 -0.477
H -1.2542 -0.4838 -1.0836 0.342
H 1.0327 -1.3293 0.6496 0.353
```

Summary:
E, hartree: -265.04973
Net charge: 0
E_HOMO, eV: -11.263
SMILES string: O=C(O)O
Orbital gap, eV: 11.66



Entry 8:
# CH2O3P2

CH2O3P2 in the gas phase in a non-equilibrium geometry (ωB97M-V/def2-TZVPD, the Open Molecules 2025 dataset).

```
8
Properties=species:S:1:pos:R:3:mulliken_charge:R:1
C 0.9905 -0.9347 0.9841 0.380
O 1.6514 -1.0563 0.0686 -0.197
O -0.8055 0.9154 2.5194 -0.454
O -0.5275 0.2597 0.1087 -0.224
P 0.1926 0.7648 1.5409 0.351
P -0.4501 0.5344 -1.5311 0.057
H -1.6737 -0.2177 -1.8988 0.065
H 0.6222 -0.2656 -1.7918 0.022
```

Summary:
E, hartree: -947.68184
Net charge: 0
E_HOMO (spin up / spin down), eV: -9.314 / -9.314
Orbital gap (spin up / spin down), eV: 8.28 / 8.28



Entry 9:
# CH2O3PS2

2 unconnected molecules or ions with the total composition CH2O3PS2 in a non-equilibrium geometry (ωB97M-V/def2-TZVPD, the Open Molecules 2025 dataset).

```
9
Properties=species:S:1:pos:R:3:mulliken_charge:R:1
C 0.4777 -0.0457 -1.6780 -0.334
O -0.7692 -0.6833 3.0130 -0.468
O -2.3025 0.6008 1.6092 -0.482
O -0.1599 1.6106 2.3498 -0.438
P 1.2842 -0.5558 -3.1180 -0.126
S 0.4411 -0.7022 -0.1006 -0.261
S -0.9278 0.4432 2.1255 0.891
H 0.1450 0.9219 -1.7627 0.323
H 1.8113 -1.5895 -2.4381 -0.105
```

Summary:
E, hartree: -1402.75715
Net charge: -1
E_HOMO, eV: -4.047
Orbital gap, eV: 6.85



Entry 10:
# CH2O3S

2 unconnected molecules or ions with the total composition CH2O3S in a non-equilibrium geometry (ωB97M-V/def2-TZVPD, the Open Molecules 2025 dataset).

```
7
Properties=species:S:1:pos:R:3:mulliken_charge:R:1
O 2.9936 -1.5477 -0.0494 -0.369
C 3.1816 -0.4175 -0.2117 0.707
O 3.5863 0.5024 -1.0799 -0.290
S 3.3885 1.0958 0.6333 -0.056
O -0.0852 -0.3268 -0.0256 -0.612
H -0.2119 0.6060 -0.2301 0.315
H -0.8176 -0.7445 0.4646 0.305
```

Summary:
E, hartree: -663.14305
Net charge: 0
E_HOMO, eV: -10.038
SMILES string: O=C1OS1.O
Orbital gap, eV: 9.01



Entry 11:
# CH2O3S2

CH2O3S2 in the gas phase in a non-equilibrium geometry (ωB97M-V/def2-TZVPD, the Open Molecules 2025 dataset).

```
8
Properties=species:S:1:pos:R:3:mulliken_charge:R:1
C 1.0777 0.0502 0.0146 -0.368
O -1.6944 1.3919 0.2450 -0.422
O -2.7776 -0.6152 -0.7456 -0.397
O -0.1128 -0.7035 0.1025 -0.299
S 2.5443 -1.1632 0.1150 -0.047
S -1.8702 -0.0475 0.2741 0.893
H 1.4816 0.4824 -0.8900 0.312
H 1.3514 0.6050 0.8845 0.328
```

Summary:
E, hartree: -1061.23423
Net charge: 0
E_HOMO (spin up / spin down), eV: -9.760 / -10.165
Orbital gap (spin up / spin down), eV: 7.33 / 6.30



Entry 12:
# CH2O3S2

A molecular structure, CH2O3S2 in a non-equilibrium geometry (ωB97M-V/def2-TZVPD, the Open Molecules 2025 dataset).

```
8
Properties=species:S:1:pos:R:3:mulliken_charge:R:1
C -0.6146 -0.4224 0.1448 0.227
O 2.2259 0.6061 -0.9464 -0.335
O 0.1223 -0.9749 -0.9928 -0.361
O 0.4224 -0.1347 0.9964 -0.473
S -1.3592 1.1644 -0.2794 -0.210
S 1.6982 -0.5481 -0.3642 0.701
H -1.3857 -1.1848 0.4825 0.329
H -1.1093 1.4945 0.9590 0.122
```

Summary:
E, hartree: -1061.31804
Net charge: 0
E_HOMO, eV: -9.543
Orbital gap, eV: 8.72



Entry 13:
# CH2O5P

2 unconnected molecules or ions with the total composition CH2O5P in a non-equilibrium geometry (ωB97M-V/def2-TZVPD, the Open Molecules 2025 dataset).

```
9
Properties=species:S:1:pos:R:3:mulliken_charge:R:1
C 0.6810 -0.1857 0.3598 0.219
O -2.2729 0.4440 0.5693 -0.711
O -2.0259 2.9858 1.3754 -0.605
O -1.6075 1.0252 2.9573 -0.592
O 0.6554 1.0049 0.7122 -0.542
O -0.2755 -0.9888 0.1202 -0.431
P -2.0212 1.5445 1.6524 1.003
H 1.7802 -0.7283 0.1701 0.213
H -1.2399 -0.4983 0.3026 0.447
```

Summary:
E, hartree: -757.03890
Net charge: -1
E_HOMO, eV: -5.759
Orbital gap, eV: 9.79



Entry 14:
# CH2O5P2

2 unconnected molecules or ions with the total composition CH2O5P2 in a non-equilibrium geometry (ωB97M-V/def2-TZVPD, the Open Molecules 2025 dataset).

```
10
Properties=species:S:1:pos:R:3:mulliken_charge:R:1
C 0.3017 0.4769 0.0050 -0.020
O -2.0288 -1.5758 -0.4442 -0.682
O -2.4571 0.6799 -1.4684 -0.664
O 0.9865 1.4636 -0.2925 -0.594
O -2.6151 0.4021 1.0812 -0.682
O 2.8200 0.1605 0.7339 -0.511
P 1.4156 -0.7118 0.9866 -0.105
P -2.2357 -0.1055 -0.2738 0.896
H 2.4993 0.6936 -0.0684 0.351
H 1.3136 -1.4837 -0.2595 0.011
```

Summary:
E, hartree: -1098.26064
Net charge: -2
E_HOMO, eV: 0.822
Orbital gap, eV: 5.75



Entry 15:
# CH2O6S2

A gas-phase ion, CH2O6S2 (charge -2) in a non-equilibrium geometry (ωB97M-V/def2-TZVPD, the Open Molecules 2025 dataset).

```
11
Properties=species:S:1:pos:R:3:mulliken_charge:R:1
C -0.0346 0.5087 0.1424 -0.375
O 3.7667 1.1925 -0.8252 -0.537
O -1.9572 1.7310 -1.2130 -0.688
O 2.9240 -0.2773 0.9299 -0.620
O -1.5834 2.4032 1.1667 -0.711
O -2.5571 0.2170 0.5239 -0.694
O 1.3297 1.1928 -0.6010 -0.404
S 2.8404 1.0671 0.2707 0.346
S -1.6666 1.3129 0.1579 1.113
H 0.4975 0.1884 1.0226 0.393
H -0.3429 -0.0593 -0.7601 0.176
```

Summary:
E, hartree: -1287.09981
Net charge: -2
E_HOMO, eV: -0.699
Orbital gap, eV: 6.89



Entry 16:
# CH2OPS

2 unconnected molecules or ions with the total composition CH2OPS in a non-equilibrium geometry (ωB97M-V/def2-TZVPD, the Open Molecules 2025 dataset).

```
6
Properties=species:S:1:pos:R:3:mulliken_charge:R:1
C 0.1706 0.4369 1.6344 0.204
O 0.9308 -0.3493 2.0759 -0.194
P 0.3881 -0.8453 -1.3005 -0.336
S -0.9281 1.5080 1.3137 -0.301
H 0.0606 0.4458 -1.5782 -0.208
H -0.6221 -1.1961 -2.1452 -0.166
```

Summary:
E, hartree: -854.07574
Net charge: -1
E_HOMO, eV: -1.366
Orbital gap, eV: 4.58



Entry 17:
# CH2OS

CH2OS in the gas phase in a non-equilibrium geometry (ωB97M-V/def2-TZVPD, the Open Molecules 2025 dataset).

```
5
Properties=species:S:1:pos:R:3:mulliken_charge:R:1
O 1.5247 -0.3429 -0.0113 -0.378
C 0.4385 0.3706 -0.0331 0.057
S -1.1117 -0.0777 0.0081 -0.280
H 2.2526 0.3758 0.1661 0.407
H 0.7052 1.3876 -0.0070 0.195
```

Summary:
E, hartree: -512.69337
Net charge: 0
E_HOMO, eV: -8.988
SMILES string: OC=S
Orbital gap, eV: 9.24



Entry 18:
# CH2OS2

CH2OS2 in the gas phase in a non-equilibrium geometry (ωB97M-V/def2-TZVPD, the Open Molecules 2025 dataset).

```
6
Properties=species:S:1:pos:R:3:mulliken_charge:R:1
C -0.4637 -0.2433 -0.2499 -0.576
O 1.4882 1.0542 0.8957 -0.366
S 1.0302 0.9259 -0.5394 0.437
S -0.5767 -0.4404 1.4870 -0.152
H -1.3078 -0.0252 -1.0268 0.356
H -0.1702 -1.2712 -0.5666 0.301
```

Summary:
E, hartree: -910.76840
Net charge: 0
E_HOMO (spin up / spin down), eV: -8.303 / -8.326
Orbital gap (spin up / spin down), eV: 5.43 / 5.38



Entry 19:
# CH2OS2

A molecular structure, CH2OS2 in a non-equilibrium geometry (ωB97M-V/def2-TZVPD, the Open Molecules 2025 dataset).

```
6
Properties=species:S:1:pos:R:3:mulliken_charge:R:1
C 0.6092 0.0755 0.0162 -0.453
O -1.7262 0.1079 -0.2449 -0.329
S -0.6995 1.3285 0.2535 0.079
S -0.5984 -1.3867 0.2046 0.091
H 1.0018 -0.0936 -0.9716 0.295
H 1.4131 -0.0317 0.7422 0.317
```

Summary:
E, hartree: -910.80557
Net charge: 0
E_HOMO, eV: -8.587
Orbital gap, eV: 7.24



Entry 20:
# CH2P2S3

CH2P2S3 in the gas phase in a non-equilibrium geometry (ωB97M-V/def2-TZVPD, the Open Molecules 2025 dataset).

```
8
Properties=species:S:1:pos:R:3:mulliken_charge:R:1
C 1.1026 0.0828 -0.0111 -0.797
P -0.2325 1.4188 -0.3980 0.247
S -1.0823 -0.0166 -1.8046 -0.185
P -0.1490 -1.4737 -0.4675 0.244
S -1.5293 -1.3610 1.1357 -0.133
S -1.3345 1.0552 1.3035 -0.145
H 1.8274 0.2280 -0.7794 0.396
H 1.3975 0.0667 1.0214 0.372
```

Summary:
E, hartree: -1916.59935
Net charge: 0
E_HOMO, eV: -9.172
SMILES string: C1P2#S#P1SS2
Orbital gap, eV: 7.76